Entry from OMol25: the ion C5H6N with charge +1 in a non-equilibrium geometry (wB97M-V/def2-TZVPD).

CARTESIAN COORDINATES (ANGSTROEM)
C1 -0.8439 0.1492 -1.2153
C2 0.5138 -0.0692 -1.3631
N1 1.0415 -0.0961 -0.0380
C3 0.1084 0.1051 0.8467
C4 -1.1838 0.1875 0.2885
C5 1.4862 0.1962 1.3064
H1 -1.5883 0.3245 -2.0275
H2 1.0628 -0.1173 -2.3863
H3 -1.6727 1.0914 0.2671
H4 -1.9206 -0.5705 0.7881
H5 1.8665 1.1405 1.3446
H6 1.9601 -0.6382 2.0119

HOMO-LUMO gap in eV: 9.492
Total charge: +1
SMILES string: C1=C[N+]2=C(C1)C2
Total energy in Eh: -248.444575
Relative energy (zero: lowest compared OMol25 entry of this formula, charge and spin) in kJ/mol: 449.3